Entry 1:
C2H3BrFI | ωB97M-V/def2-TZVPD

electronic energy = -82979.3179 eV
orbital gap (alpha / beta) = 0.15576 / 0.15547 hartree

Structure (XYZ):
```
8
C2H3BrFI ωB97M-V/def2-TZVPD
C -0.1453 -0.4458 0.1480
C 0.5658 0.6453 -0.1835
F 1.3248 1.2630 0.7188
Br -2.8708 1.3143 -0.3133
I 1.5375 -2.4902 0.3058
H -0.3294 -0.5595 1.2972
H -0.7572 -0.7460 -0.6935
H 0.6746 1.0189 -1.2795
```

These are the natural (NBO) partial charges, in e, on atoms 1 to 4: number 1, C, carries -0.52; number 2, C, carries 0.46; number 3, F, carries -0.27; number 4, Br, carries -0.50


Entry 2:
C2H3BrFN3 | ωB97M-V/def2-TZVPD

electronic energy = -79346.5972 eV
orbital gap (alpha / beta) = 0.24904 / 0.29668 hartree

Structure (XYZ):
```
10
C2H3BrFN3 ωB97M-V/def2-TZVPD
C -0.4696 -1.0108 -0.8140
C 0.9302 1.4085 0.7550
N 0.9583 -0.4676 -0.7862
N 1.2872 0.3879 0.0292
N -1.3336 -0.1779 -0.2213
F 1.8579 1.8935 1.6013
Br -2.1300 -0.5897 1.4142
H -0.6896 -1.2164 -2.0148
H -0.3501 -2.1237 -0.4438
H -0.0606 1.8962 0.4804
```

These are the natural (NBO) partial charges, in e, on atoms 1 to 4: number 1, C, carries -0.21; number 2, C, carries 0.36; number 3, N, carries -0.09; number 4, N, carries -0.17


Repeat the first record exactly.
C2H3BrFI | ωB97M-V/def2-TZVPD

electronic energy = -82979.3179 eV
orbital gap (alpha / beta) = 0.15576 / 0.15547 hartree

Structure (XYZ):
```
8
C2H3BrFI ωB97M-V/def2-TZVPD
C -0.1453 -0.4458 0.1480
C 0.5658 0.6453 -0.1835
F 1.3248 1.2630 0.7188
Br -2.8708 1.3143 -0.3133
I 1.5375 -2.4902 0.3058
H -0.3294 -0.5595 1.2972
H -0.7572 -0.7460 -0.6935
H 0.6746 1.0189 -1.2795
```

These are the natural (NBO) partial charges, in e, on atoms 1 to 4: number 1, C, carries -0.52; number 2, C, carries 0.46; number 3, F, carries -0.27; number 4, Br, carries -0.50